No. 1
Density functional theory data (ωB97M-V/def2-TZVPD) for a 2-piece molecular cluster, C4H7NO overall.

Properties
E_HOMO (alpha / beta): -8.23 / -8.23 eV
LUMO energy (alpha / beta): -0.014 / -0.014 Eh
Energy relative to the best compared isomer or geometry (same formula, charge and spin): 6.502 eV
HOMO-LUMO gap (alpha / beta): 7.8 / 7.9 eV

```
! wB97M-V def2-TZVPD RIJCOSX def2/J DEFGRID3
* xyz 0 1
C 1.0397 0.7075 0.7231
C 0.3003 -1.3326 0.2807
O -0.9943 -1.0461 0.4231
C -1.3257 -0.0216 -0.4823
C -0.4331 1.1903 -0.7989
N -0.1380 1.9806 -1.6079
H 0.9609 0.1865 1.6365
H 1.9065 0.4490 0.1758
H 0.8956 1.7800 1.0021
H 0.6446 -2.1308 0.9786
H 0.7013 -1.5284 -0.7265
H -2.3077 0.3173 -0.1935
H -1.2500 -0.5518 -1.4108
*
```

natural (NBO) atomic charge list, values in e, 8 entries:
1 C -0.7396
2 C 0.0501
3 O -0.4632
4 C -0.1507
5 C 0.2179
6 N -0.3592
7 H 0.1902
8 H 0.2024

No. 2
Density functional theory data (ωB97M-V/def2-TZVPD) for one molecule with the formula C4H7NO.

Properties
E_HOMO: -9.58 eV
LUMO energy: 0.034 Eh
Energy relative to the best compared isomer or geometry (same formula, charge and spin): 1.620 eV
SMILES string: C=NCC(C)=O
HOMO-LUMO gap: 10.5 eV

```
! wB97M-V def2-TZVPD RIJCOSX def2/J DEFGRID3
* xyz 0 1
C -2.2267 0.0114 -0.6659
N -1.7350 -0.4995 0.3841
C -0.3334 -0.8308 0.2651
C 0.4794 0.4665 0.0696
C 1.9446 0.4122 0.4049
O -0.0341 1.4942 -0.3090
H -1.6893 0.0812 -1.6207
H -3.2134 0.4718 -0.6384
H -0.1161 -1.4959 -0.5905
H 0.0333 -1.3559 1.1584
H 2.4544 1.2356 -0.0997
H 2.0298 0.5572 1.4873
H 2.4066 -0.5480 0.1548
*
```

natural (NBO) atomic charge list, values in e, 8 entries:
1 C -0.0214
2 N -0.4061
3 C -0.3687
4 C 0.5912
5 C -0.7187
6 O -0.5330
7 H 0.1445
8 H 0.1763

No. 3
Density functional theory data (ωB97M-V/def2-TZVPD) for one molecule with the formula C4H7NO.

Properties
E_HOMO: -9.70 eV
LUMO energy: 0.038 Eh
Energy relative to the best compared isomer or geometry (same formula, charge and spin): 1.907 eV
SMILES string: O=CNC1CC1
HOMO-LUMO gap: 10.7 eV

```
! wB97M-V def2-TZVPD RIJCOSX def2/J DEFGRID3
* xyz 0 1
O 2.5724 -1.6279 -0.4509
C 1.8953 -0.6285 -0.5267
N 1.0294 -0.1783 0.4264
C -0.0639 0.6286 -0.0440
C -1.2264 0.6750 0.8508
C -1.2445 -0.2175 -0.4867
H 1.9067 0.0648 -1.3907
H 0.8213 -0.8474 1.1626
H 0.2688 1.5308 -0.5466
H -1.1627 0.2862 1.8703
H -1.7415 1.6470 0.8367
H -2.0869 -0.0467 -1.1536
H -0.9681 -1.2861 -0.5475
*
```

natural (NBO) atomic charge list, values in e, 8 entries:
1 O -0.5852
2 C 0.5420
3 N -0.6177
4 C -0.0737
5 C -0.4196
6 C -0.4556
7 H 0.1004
8 H 0.3956

Please write out number 2 again, unchanged.
Density functional theory data (ωB97M-V/def2-TZVPD) for one molecule with the formula C4H7NO.

Properties
E_HOMO: -9.58 eV
LUMO energy: 0.034 Eh
Energy relative to the best compared isomer or geometry (same formula, charge and spin): 1.620 eV
SMILES string: C=NCC(C)=O
HOMO-LUMO gap: 10.5 eV

```
! wB97M-V def2-TZVPD RIJCOSX def2/J DEFGRID3
* xyz 0 1
C -2.2267 0.0114 -0.6659
N -1.7350 -0.4995 0.3841
C -0.3334 -0.8308 0.2651
C 0.4794 0.4665 0.0696
C 1.9446 0.4122 0.4049
O -0.0341 1.4942 -0.3090
H -1.6893 0.0812 -1.6207
H -3.2134 0.4718 -0.6384
H -0.1161 -1.4959 -0.5905
H 0.0333 -1.3559 1.1584
H 2.4544 1.2356 -0.0997
H 2.0298 0.5572 1.4873
H 2.4066 -0.5480 0.1548
*
```

natural (NBO) atomic charge list, values in e, 8 entries:
1 C -0.0214
2 N -0.4061
3 C -0.3687
4 C 0.5912
5 C -0.7187
6 O -0.5330
7 H 0.1445
8 H 0.1763